# 1
# C6H18N2O

A molecular structure, C6H18N2O in a non-equilibrium geometry (ωB97M-V/def2-TZVPD, the Open Molecules 2025 dataset).

## Properties
* electronic energy: -424.0901 hartree
* Kohn-Sham gap: 9.36 eV
* E_LUMO: 0.031 Ha

ORCA input file:
```
! wB97M-V def2-TZVPD RIJCOSX def2/J DEFGRID3
* xyz 0 1
C 1.46 0.43 0.00
C 0.42 -0.38 -0.77
C 1.79 -0.23 1.34
C 2.73 0.48 -0.88
N 0.92 1.77 0.27
O -0.31 -2.48 0.57
H 0.13 -2.76 1.37
H 0.79 2.28 -0.60
H 1.57 2.30 0.82
H 0.78 -1.35 -1.06
H 0.09 0.15 -1.68
H 2.58 0.33 1.84
H 2.51 0.94 -1.85
H 0.91 -0.25 1.98
H 2.14 -1.25 1.18
H 3.13 -0.51 -1.06
H 3.49 1.08 -0.39
C -2.29 -0.10 -0.72
C -3.56 0.17 0.08
N -1.12 -0.20 0.12
H -0.99 0.63 0.70
H -0.97 -1.40 0.63
H -2.39 -1.04 -1.26
H -2.16 0.70 -1.47
H -4.44 0.16 -0.57
H -3.70 -0.59 0.85
H -3.51 1.14 0.58
*
```

natural (NBO) population analysis, charges in e, atoms 1 to 6: number 1, C, carries 0.065; number 2, C, carries -0.144; number 3, C, carries -0.611; number 4, C, carries -0.616; number 5, N, carries -0.855; number 6, O, carries -1.147



# 2
# C6H18N3

2 unconnected molecules or ions with the total composition C6H18N3 in a non-equilibrium geometry (ωB97M-V/def2-TZVPD, the Open Molecules 2025 dataset).

## Properties
* electronic energy: -403.4481 hartree
* Kohn-Sham gap: 11.10 eV
* E_LUMO: -0.112 Ha

ORCA input file:
```
! wB97M-V def2-TZVPD RIJCOSX def2/J DEFGRID3
* xyz 1 1
C 0.50 -0.99 -1.28
C 0.25 -1.68 0.07
C 1.86 -0.28 -1.35
C 0.36 -1.99 -2.43
H -0.33 -0.31 -1.52
H 0.72 -1.04 0.82
H 0.67 -2.68 0.06
H 2.38 -0.47 -2.28
H 1.84 0.80 -1.26
H 2.51 -0.67 -0.57
H 0.51 -1.59 -3.44
H 1.04 -2.84 -2.37
H -0.66 -2.40 -2.52
H -0.81 -1.60 0.31
C -0.32 2.54 0.10
C -1.09 0.95 1.83
N -1.30 1.76 0.81
N -0.08 1.12 2.67
N -1.89 -0.11 2.06
H -2.18 1.66 0.34
H 0.60 1.85 2.55
H 0.06 0.43 3.40
H -2.48 -0.50 1.34
H -2.18 -0.14 3.03
H 0.58 2.71 0.67
H -0.64 3.49 -0.31
H 0.06 1.99 -0.74
*
```

natural (NBO) population analysis, charges in e, atoms 1 to 6: number 1, C, carries -0.228; number 2, C, carries -0.597; number 3, C, carries -0.619; number 4, C, carries -0.608; number 5, H, carries 0.176; number 6, H, carries 0.185



# 3
# C6H18N4

A molecular structure, C6H18N4 in a non-equilibrium geometry (ωB97M-V/def2-TZVPD, the Open Molecules 2025 dataset).

## Properties
* electronic energy: -457.7041 hartree
* Kohn-Sham gap: 9.99 eV
* E_LUMO: -0.238 Ha

ORCA input file:
```
! wB97M-V def2-TZVPD RIJCOSX def2/J DEFGRID3
* xyz 2 1
C 0.65 -0.56 1.35
C 0.38 1.09 0.36
C 0.00 -0.29 -0.07
C -2.08 -1.61 0.23
C -1.07 2.81 -0.41
C 0.59 -0.90 -1.33
N 2.04 -0.88 1.48
N -1.46 -0.37 -0.11
N 2.03 -1.00 -1.40
N -0.66 1.88 0.76
H 0.03 -0.38 2.26
H 1.47 1.47 0.41
H -1.75 -2.02 1.23
H -3.11 -1.48 0.50
H -1.99 -2.31 -0.57
H -1.44 2.12 -1.07
H -1.76 3.52 -0.02
H -0.24 3.28 -0.81
H 0.28 -0.46 -2.28
H 0.18 -1.91 -1.47
H 2.19 -1.84 1.50
H 2.45 -0.63 2.29
H -1.82 0.02 -0.96
H 2.40 -2.00 -1.36
H 2.51 -0.51 -0.64
H 2.41 -0.65 -2.32
H -1.41 1.14 0.89
H -0.81 2.46 1.56
*
```

natural (NBO) population analysis, charges in e, atoms 1 to 6: number 1, C, carries 0.015; number 2, C, carries -0.130; number 3, C, carries 0.076; number 4, C, carries -0.439; number 5, C, carries -0.364; number 6, C, carries -0.266



# 4
# C6H18N8NiO10

A molecular structure, C6H18N8NiO10 in a non-equilibrium geometry (ωB97M-V/def2-TZVPD, the Open Molecules 2025 dataset).

## Properties
* electronic energy: -2938.4852 hartree
* Kohn-Sham gap (spin up / spin down): 8.56 / 8.54 eV
* E_LUMO (spin up / spin down): 0.013 / 0.013 Ha

ORCA input file:
```
! wB97M-V def2-TZVPD RIJCOSX def2/J DEFGRID3
* xyz 0 3
Ni -0.20 0.07 0.17
O -3.76 -1.61 0.20
C -2.76 -1.69 1.15
O -1.75 -0.98 0.93
O -2.91 -2.47 2.10
H -4.47 -2.14 0.59
O 1.08 3.25 2.29
C -0.18 2.67 2.19
O -1.11 3.28 2.71
O -0.18 1.58 1.57
H 0.92 4.06 2.80
C 2.37 1.71 -0.93
O 1.67 0.76 -0.59
N 2.51 2.79 -0.12
N 3.11 1.67 -2.07
H 3.15 3.51 -0.41
H 2.02 2.76 0.77
H 2.87 0.91 -2.68
H 3.55 2.49 -2.44
C 1.17 -2.10 2.00
O 1.07 -1.01 1.44
N 2.39 -2.69 2.18
N 0.08 -2.80 2.36
H 2.48 -3.59 2.60
H 3.20 -2.13 1.95
H 0.02 -3.69 2.83
H -0.81 -2.35 2.17
C 0.13 -2.50 -1.78
O -0.02 -1.45 -1.18
N -0.60 -2.77 -2.91
N 1.06 -3.42 -1.44
H -1.00 -2.04 -3.47
H -0.60 -3.68 -3.34
H 1.30 -4.24 -1.95
H 1.49 -3.25 -0.54
C -1.80 2.25 -1.18
O -0.93 1.38 -1.25
N -3.13 2.02 -1.37
N -1.48 3.54 -0.93
H -3.45 1.07 -1.43
H -3.80 2.75 -1.21
H -2.17 4.27 -0.95
H -0.51 3.79 -0.83
*
```

natural (NBO) population analysis, charges in e, atoms 1 to 6: number 1, Ni, carries 1.646; number 2, O, carries -0.738; number 3, C, carries 0.978; number 4, O, carries -0.864; number 5, O, carries -0.762; number 6, H, carries 0.484



# 5
# C6H18NO

2 unconnected molecules or ions with the total composition C6H18NO in a non-equilibrium geometry (ωB97M-V/def2-TZVPD, the Open Molecules 2025 dataset).

## Properties
* electronic energy: -369.1601 hartree
* Kohn-Sham gap: 11.15 eV
* E_LUMO: -0.117 Ha

ORCA input file:
```
! wB97M-V def2-TZVPD RIJCOSX def2/J DEFGRID3
* xyz 1 1
C 1.63 -0.50 2.25
C 0.13 -0.24 2.46
C -0.67 -0.43 1.13
C -0.97 0.86 0.36
C 0.21 1.49 -0.35
C 0.81 0.63 -1.42
N -0.23 0.49 -2.53
H 2.01 0.16 1.47
H 2.19 -0.19 3.12
H 1.87 -1.53 2.08
H 0.03 0.77 2.82
H -0.21 -1.03 3.13
H -0.12 -1.20 0.60
H -1.61 -0.98 1.31
H -1.84 0.67 -0.29
H -1.42 1.55 1.08
H -0.04 2.47 -0.78
H 0.91 1.87 0.39
H 0.92 -0.37 -1.05
H 1.71 1.01 -1.89
H 0.22 0.47 -3.44
H -0.72 -0.41 -2.45
H -0.90 1.26 -2.54
H -1.21 -2.11 -1.03
H -1.69 -2.59 -2.47
O -1.00 -2.13 -1.98
*
```

natural (NBO) population analysis, charges in e, atoms 1 to 6: number 1, C, carries -0.608; number 2, C, carries -0.399; number 3, C, carries -0.416; number 4, C, carries -0.423; number 5, C, carries -0.451; number 6, C, carries -0.210



# 6
# C6H18NO3

3 unconnected molecules or ions with the total composition C6H18NO3 (ωB97M-V/def2-TZVPD, the Open Molecules 2025 dataset).

## Properties
* electronic energy: -519.8893 hartree
* Kohn-Sham gap: 7.14 eV
* E_LUMO: 0.126 Ha

ORCA input file:
```
! wB97M-V def2-TZVPD RIJCOSX def2/J DEFGRID3
* xyz -1 1
C -0.91 0.87 0.54
C -0.31 2.22 0.14
C 1.04 2.53 0.84
O 2.14 2.42 0.02
C 0.01 -0.29 0.16
N -0.64 -1.60 0.26
C -0.84 -1.97 1.65
C 0.18 -2.60 -0.40
H -1.88 0.72 0.05
H -1.09 0.88 1.62
H -1.04 3.01 0.34
H -0.09 2.23 -0.93
H 1.11 1.86 1.73
H 0.97 3.55 1.26
H 0.38 -0.16 -0.85
H 0.90 -0.24 0.80
H -1.33 -2.96 1.71
H 0.11 -2.03 2.21
H -1.48 -1.23 2.15
H -0.27 -3.59 -0.28
H 0.23 -2.38 -1.46
H 1.21 -2.62 -0.01
H -1.31 -0.24 -2.47
H -1.94 -1.17 -1.45
O -2.05 -0.84 -2.35
H 2.06 1.57 -0.99
H 2.82 1.14 -2.39
O 2.02 0.91 -1.90
*
```

natural (NBO) population analysis, charges in e, atoms 1 to 6: number 1, C, carries -0.405; number 2, C, carries -0.437; number 3, C, carries -0.024; number 4, O, carries -0.899; number 5, C, carries -0.261; number 6, N, carries -0.464



# 7
# C6H18O3

3 unconnected molecules or ions with the total composition C6H18O3 in a non-equilibrium geometry (ωB97M-V/def2-TZVPD, the Open Molecules 2025 dataset).

## Properties
* electronic energy: -465.0826 hartree
* SMILES: CC(C)O.CC(C)O.O
* Kohn-Sham gap: 10.84 eV
* E_LUMO: 0.025 Ha

ORCA input file:
```
! wB97M-V def2-TZVPD RIJCOSX def2/J DEFGRID3
* xyz 0 1
O 0.87 1.25 -1.92
H 0.85 0.41 -1.46
H 0.71 1.90 -1.23
C 0.50 -2.07 -1.06
C -0.27 -3.42 -0.87
C -1.55 -3.53 -1.62
O 0.60 -4.43 -1.32
H 1.52 -2.43 -0.97
H 0.36 -1.48 -0.16
H 0.24 -1.69 -2.05
H -0.50 -3.57 0.18
H -1.32 -3.47 -2.68
H -2.28 -2.77 -1.34
H -1.98 -4.50 -1.39
H 1.26 -4.43 -0.62
C -1.04 2.16 1.14
C -0.04 3.22 1.31
C 0.97 2.99 2.52
O 0.65 3.28 0.09
H -1.67 2.42 0.29
H -1.58 2.21 2.08
H -0.67 1.13 1.08
H -0.56 4.18 1.29
H 0.42 3.24 3.43
H 1.78 3.70 2.42
H 1.26 1.94 2.55
H 1.46 3.76 0.29
*
```

natural (NBO) population analysis, charges in e, atoms 1 to 6: number 1, O, carries -0.960; number 2, H, carries 0.460; number 3, H, carries 0.488; number 4, C, carries -0.657; number 5, C, carries 0.100; number 6, C, carries -0.623



# 8
# C6H18O3

3 unconnected molecules or ions with the total composition C6H18O3 in a non-equilibrium geometry (ωB97M-V/def2-TZVPD, the Open Molecules 2025 dataset).

## Properties
* electronic energy: -465.0455 hartree
* SMILES: CCO.CCO.CCO
* Kohn-Sham gap: 10.60 eV
* E_LUMO: 0.025 Ha

ORCA input file:
```
! wB97M-V def2-TZVPD RIJCOSX def2/J DEFGRID3
* xyz 0 1
C -4.24 1.81 1.17
C -3.08 1.45 0.23
O -3.44 1.04 -1.04
H -3.80 2.16 2.10
H -5.03 1.06 1.20
H -4.67 2.77 0.88
H -2.34 0.72 0.57
H -2.50 2.37 0.15
H -4.03 0.29 -0.99
C 3.10 -2.48 1.07
C 1.79 -2.77 0.37
O 2.02 -3.68 -0.64
H 3.83 -2.04 0.39
H 3.74 -3.29 1.41
H 2.96 -1.93 2.01
H 1.28 -1.93 -0.11
H 1.02 -3.16 1.04
H 1.26 -3.87 -1.21
C 0.96 0.88 -1.61
C 1.28 1.80 -0.41
O 2.39 1.21 0.27
H 0.31 0.04 -1.37
H 1.78 0.44 -2.18
H 0.41 1.49 -2.33
H 0.37 1.89 0.19
H 1.60 2.77 -0.78
H 3.04 0.95 -0.38
*
```

natural (NBO) population analysis, charges in e, atoms 1 to 6: number 1, C, carries -0.645; number 2, C, carries -0.060; number 3, O, carries -0.715; number 4, H, carries 0.219; number 5, H, carries 0.205; number 6, H, carries 0.213